(1)
The following is a DFT calculation (wB97M-V/def2-TZVPD) of C47H59AgBrF4N2O2P2 as an isolated structure.

```
118
Properties=species:S:1:pos:R:3:lowdin_charge:R:1
Ag 0.55183 0.55170 0.52096 0.498
F -3.07443 0.51289 7.03535 0.156
C -2.49328 0.15609 5.90176 -0.123
C -2.55306 -1.15598 5.47545 -0.124
F -3.18840 -2.06604 6.19972 0.151
C -1.93455 -1.50474 4.28332 -0.210
F -1.98383 -2.78841 3.92387 0.119
C -1.27820 -0.58296 3.48543 -0.312
P -0.48438 -1.15645 1.95652 1.028
C 0.67389 -2.39639 2.59888 -0.365
C 0.57377 -3.75624 2.32776 -0.080
C 1.51395 -4.63687 2.84490 -0.064
C 2.54201 -4.16736 3.64846 -0.071
C 2.63429 -2.81208 3.93752 -0.074
C 1.70970 -1.92895 3.40751 -0.115
C -1.71870 -2.02935 0.95893 -0.371
C -3.09151 -1.94137 1.15511 -0.077
C -3.96153 -2.53955 0.25491 -0.059
C -3.46945 -3.23070 -0.84109 -0.077
C -2.09879 -3.31986 -1.04494 -0.081
C -1.22927 -2.71033 -0.15704 -0.143
C -1.19815 0.72981 3.95905 -0.559
Br -0.24265 2.11483 3.07390 0.848
C -1.80375 1.09595 5.14247 -0.261
F -1.75123 2.34530 5.59724 0.087
H -0.24392 -4.13462 1.72815 0.102
H 1.43115 -5.69343 2.62947 0.110
H 3.26683 -4.85945 4.05544 0.108
H 3.42796 -2.44031 4.57106 0.109
H 1.79623 -0.86846 3.62300 0.101
H -3.49075 -1.38758 1.99095 0.096
H -5.02819 -2.46511 0.41659 0.110
H -4.15167 -3.69849 -1.53790 0.110
H -1.70565 -3.85462 -1.89966 0.113
H -0.16039 -2.76906 -0.33799 0.108
C 7.12571 -0.02816 2.20771 -0.034
C 5.66417 0.12976 1.91575 -0.256
C 4.97608 1.29153 2.24485 -0.011
C 3.63021 1.40042 1.93461 -0.146
N 2.94361 0.43803 1.32632 -0.014
C 3.59718 -0.68558 1.02268 -0.172
C 4.93774 -0.88058 1.29061 -0.016
H 7.48469 0.75920 2.86709 0.081
H 7.70394 0.01656 1.28410 0.092
H 7.32751 -0.99070 2.67573 0.088
H 5.47982 2.11093 2.73935 0.116
H 3.08132 2.30284 2.18042 0.096
H 3.01428 -1.46213 0.53790 0.107
H 5.40626 -1.81720 1.01991 0.122
O -3.25435 1.08216 1.75958 0.090
C -3.07949 1.97179 0.96991 -0.510
O -2.07820 1.96239 0.08929 0.012
C -3.97017 3.20748 0.85610 -0.217
N -3.38262 4.17024 -0.09591 -0.027
C -4.35324 4.43271 -1.17843 -0.179
C -5.17739 3.15459 -1.21953 -0.156
C -5.34039 2.82033 0.26293 -0.107
H -4.06815 3.62027 1.86297 0.161
H -2.14141 2.87518 -0.31111 0.080
H -3.07386 5.01610 0.36321 0.127
H -3.83315 4.64422 -2.11311 0.113
H -4.99085 5.28932 -0.93751 0.121
H -4.62813 2.36477 -1.74028 0.101
H -6.13020 3.28981 -1.72710 0.118
H -5.58779 1.78053 0.46453 0.121
H -6.11808 3.44093 0.70962 0.122
C 4.54532 0.30266 -3.87386 -0.194
C 4.77384 1.47768 -2.91346 -0.175
C 3.61572 1.63227 -1.91944 -0.199
C 2.29726 1.24454 -2.59357 -0.442
C 2.30873 -0.27197 -2.86427 -0.203
C 3.71935 -0.78316 -3.19725 -0.187
P 0.80454 1.69016 -1.63159 1.039
C -0.66298 1.26973 -2.66464 -0.432
C -1.20340 -0.14179 -2.41094 -0.226
C -2.65560 -0.23524 -2.89608 -0.179
C -2.90324 0.63206 -4.13834 -0.193
C -1.62597 0.76089 -4.95763 -0.187
C -0.57049 1.55551 -4.17577 -0.184
C 0.70372 3.52634 -1.50078 -0.420
C 1.36400 4.06866 -0.22533 -0.233
C 1.29694 5.59055 -0.21836 -0.183
C 2.11320 6.19861 -1.37256 -0.182
C 2.36291 5.19028 -2.49368 -0.196
C 1.12321 4.34177 -2.75528 -0.176
H 5.50023 -0.09341 -4.22027 0.111
H 4.01951 0.64050 -4.77155 0.114
H 4.90508 2.40337 -3.47905 0.110
H 5.70076 1.32477 -2.35573 0.111
H 3.59626 2.64730 -1.52426 0.081
H 3.76823 0.97781 -1.06189 0.086
H 2.25115 1.77407 -3.55151 0.103
H 1.61730 -0.50754 -3.67665 0.104
H 1.92709 -0.79967 -1.98044 0.087
H 3.64625 -1.67115 -3.82686 0.113
H 4.22525 -1.10263 -2.28097 0.106
H -1.41884 1.94269 -2.24247 0.089
H -1.15510 -0.38328 -1.34603 0.050
H -0.57811 -0.87707 -2.92376 0.108
H -3.32339 0.06961 -2.08598 0.102
H -2.89640 -1.27801 -3.11249 0.104
H -3.22855 1.63581 -3.83942 0.103
H -3.71879 0.21891 -4.73232 0.112
H -1.81506 1.24370 -5.91720 0.113
H -1.24309 -0.23663 -5.19158 0.116
H -0.72047 2.62508 -4.34609 0.110
H 0.42387 1.32225 -4.56256 0.096
H -0.37322 3.68675 -1.35684 0.090
H 2.40258 3.73621 -0.14055 0.096
H 0.84542 3.64718 0.64121 0.064
H 1.63853 5.98322 0.74004 0.111
H 0.24596 5.88345 -0.30666 0.110
H 3.06381 6.58370 -0.99927 0.110
H 1.57936 7.05888 -1.78218 0.111
H 3.20084 4.53847 -2.24028 0.093
H 2.66157 5.70832 -3.40634 0.117
H 1.28304 3.69442 -3.61779 0.088
H 0.29885 5.00145 -3.04031 0.120
```

Strongest force on any atom: 0.5 eV Å⁻¹
E: -160258.6780 eV
Total charge: +1
Highest occupied orbital energy: -10.59 eV
Orbital gap: 0.3246 hartree

---

(2)
The following is a DFT calculation (wB97M-V/def2-TZVPD) of C47H60N7OSe3Ti as an isolated structure in a non-equilibrium geometry.

```
119
Properties=species:S:1:pos:R:3:lowdin_charge:R:1
Ti -1.75025 -20.78383 -6.36714 1.324
C -3.37837 -26.27212 -2.91224 -0.081
C -2.10720 -25.51381 -3.27071 -0.162
C -2.20422 -24.01445 -3.58666 -0.071
C -2.36647 -22.96732 -2.64174 -0.107
C -2.69533 -23.14663 -1.20577 -0.186
C -4.20133 -23.25408 -0.91696 -0.069
C -2.45265 -21.75119 -3.36605 -0.220
N -2.27408 -22.02079 -4.73885 0.029
C -2.29800 -23.39065 -4.83903 -0.250
C -2.57097 -24.10057 -6.01063 0.057
C -2.89851 -23.63007 -7.26047 -0.207
C -3.07307 -24.39380 -8.50812 -0.074
C -3.08163 -25.91064 -8.53963 -0.205
C -1.78215 -26.66993 -8.42786 -0.090
C -3.20783 -23.49070 -9.54000 -0.086
C -2.96316 -22.20843 -8.95954 -0.212
C -2.88589 -21.01537 -9.57018 0.046
C -2.63636 -19.68679 -9.16118 -0.185
N -2.44136 -19.44220 -7.77283 0.039
C -2.28269 -18.08693 -7.72852 -0.280
C -2.25179 -17.43024 -6.50152 0.104
C -2.38408 -17.89622 -5.23298 -0.230
N -2.35172 -19.24661 -4.89401 0.042
C -2.58610 -19.28186 -3.55556 -0.199
C -2.61204 -20.52520 -2.83413 0.079
C -2.79265 -17.96894 -3.03210 -0.077
C -2.57371 -17.11623 -4.08573 -0.103
C -2.61875 -15.58453 -4.07160 -0.152
C -1.25074 -15.05507 -3.68324 -0.081
C -3.05031 -17.72823 -1.53916 -0.191
C -1.89617 -17.66745 -0.61105 -0.102
C -2.38566 -17.50488 -8.92851 -0.110
C -2.58784 -18.51281 -9.87665 -0.123
C -2.65851 -18.40618 -11.36445 -0.170
C -4.10023 -18.58741 -11.86967 -0.073
C -2.04327 -16.05369 -9.23790 -0.189
C -3.21523 -15.10113 -9.28772 -0.084
N -2.83245 -22.29718 -7.52377 0.044
C -3.29885 -23.71992 -11.07080 -0.147
C -4.64993 -23.13603 -11.55758 -0.080
H -3.26706 -27.33097 -2.61068 0.091
H -4.12194 -26.32112 -3.69076 0.067
H -3.93034 -25.77017 -2.11117 0.051
H -1.60943 -25.92484 -4.16365 0.109
H -1.54797 -25.68159 -2.38391 0.096
H -2.20465 -22.33618 -0.60538 0.124
H -2.16355 -24.05772 -0.86838 0.118
H -4.75169 -22.66141 -1.64418 0.074
H -4.43191 -22.66699 -0.01656 0.080
H -4.60242 -24.28749 -0.94806 0.071
H -2.46034 -25.18330 -5.99987 0.111
H -3.56119 -26.27072 -9.46565 0.120
H -3.76742 -26.20531 -7.76578 0.107
H -1.19875 -26.51037 -9.35199 0.087
H -2.07135 -27.73278 -8.37105 0.085
H -1.21212 -26.48929 -7.51432 0.064
H -2.85254 -21.07516 -10.66702 0.122
H -2.05971 -16.35300 -6.70396 0.134
H -2.77609 -20.43994 -1.78864 0.102
H -3.34644 -15.19058 -3.40264 0.099
H -2.94466 -15.15648 -5.07324 0.124
H -1.12307 -13.96951 -3.75656 0.084
H -0.43971 -15.45996 -4.26489 0.051
H -1.01198 -15.27629 -2.65035 0.062
H -3.53324 -18.66452 -1.25515 0.096
H -3.74883 -16.92389 -1.32602 0.120
H -1.43587 -18.66254 -0.49965 0.080
H -2.26265 -17.36745 0.34838 0.067
H -1.12254 -16.86793 -0.84467 0.092
H -2.02533 -19.23271 -11.81116 0.129
H -2.32425 -17.44459 -11.75558 0.112
H -4.50183 -19.48147 -11.32246 0.080
H -4.22843 -18.64115 -12.94886 0.079
H -4.66611 -17.74060 -11.58219 0.055
H -1.35855 -15.92099 -10.08554 0.120
H -1.43992 -15.78089 -8.35196 0.102
H -4.04296 -15.46696 -9.89265 0.068
H -2.80907 -14.13578 -9.78010 0.113
H -3.58764 -14.89633 -8.29057 0.065
H -3.13283 -24.71441 -11.39544 0.095
H -2.53010 -23.11278 -11.53902 0.102
H -5.47467 -23.84585 -11.28150 0.094
H -4.65720 -23.12233 -12.63369 0.066
H -4.89630 -22.15819 -11.12823 0.064
C 6.26591 -23.75891 -8.74719 -0.422
Se 4.54269 -24.42388 -9.37156 0.860
C 4.12529 -25.28561 -7.60557 -0.566
C 2.77980 -24.93112 -7.18050 -0.515
Se 2.76207 -22.95929 -6.60870 0.901
C 1.29452 -23.23347 -5.36570 -0.444
H 6.07062 -23.03875 -7.86306 0.059
H 6.68873 -23.21056 -9.53225 -0.012
H 6.88307 -24.56010 -8.42798 0.010
H 4.95837 -24.91339 -7.00574 0.049
H 4.24872 -26.34357 -7.75053 0.061
H 2.42420 -25.45371 -6.31942 0.057
H 2.09506 -25.04603 -7.95849 0.034
H 0.34507 -23.46264 -5.93243 0.030
H 1.15161 -22.34504 -4.82214 -0.027
H 1.53586 -24.00045 -4.62859 0.031
Se 1.67533 -18.22772 -9.18343 1.020
N 1.71097 -17.06028 -7.80527 -0.349
C 1.33906 -17.79997 -6.63537 -0.346
C 1.50780 -17.24709 -5.34462 -0.009
C 1.05723 -18.08612 -4.28505 -0.054
C 0.44884 -19.31261 -4.53280 -0.135
N 0.19834 -19.74571 -5.81932 0.038
C 0.68372 -19.05453 -6.77877 -0.322
N 0.75377 -19.53919 -8.10933 -0.164
H 2.10576 -16.33808 -5.24647 0.122
H 1.10529 -17.75124 -3.21136 0.127
H 0.12696 -19.96961 -3.71784 0.112
C 0.89035 -21.38969 -9.71767 0.019
C 0.39921 -20.77105 -8.49510 -0.548
O -0.40961 -21.37360 -7.76174 -0.109
H 1.96167 -21.41826 -9.59980 0.086
H 0.70993 -20.69353 -10.51590 0.077
H 0.30457 -22.33585 -9.79692 0.125
```

Strongest force on any atom: 4.8 eV Å⁻¹
E: -281339.3857 eV
Total charge: +1
Energy relative to the best compared isomer or geometry (same formula, charge and spin): 78.43 kcal per mole
Highest occupied orbital energy (alpha / beta): -8.44 / -8.44 eV
Orbital gap (alpha / beta): 0.1593 / 0.1594 hartree

---

- What is the total charge in the first record?
  +1

---

- Among the records above, which one has the highest E?
  C47H59AgBrF4N2O2P2

---

- What is the E in the second record?
  -281339.3857 eV

---

- Which formula does entry 1 have?
  C47H59AgBrF4N2O2P2